i | The following is a DFT calculation (ωB97M-V/def2-TZVPD) of the molecule C4H5NOS.

**Gap between HOMO and LUMO**: 8.958 eV
**E_HOMO**: -9.089 eV

```
! RIJCOSX wB97M-V def2-TZVPD def2/J DEFGRID3
* xyz 0 1
C -1.5568 -0.3072 -0.2586
C 0.6103 0.9679 -0.5072
C -0.5807 0.6619 0.3875
C 0.3446 -1.2276 0.5249
N -0.8600 -1.5568 -0.1097
O -2.6132 -0.0357 -0.7297
S 1.6213 -0.5581 -0.6767
H 0.1779 1.4988 -1.3366
H 1.1734 1.6298 -0.0396
H -0.9078 1.4060 0.9405
H 0.6886 -1.5155 1.5112
H -0.9046 -2.2096 -0.8773
*
```

=====

ii | The following is a DFT calculation (ωB97M-V/def2-TZVPD) of the molecule C4H5NOS.

**SMILES string**: C=C(C=S)NC=O
**Gap between HOMO and LUMO**: 7.825 eV
**E_HOMO**: -9.402 eV

```
! RIJCOSX wB97M-V def2-TZVPD def2/J DEFGRID3
* xyz 0 1
C -0.9157 -1.0746 0.6716
C -0.3417 0.1070 0.1606
C -0.8439 1.3368 0.6858
S -0.2657 2.8035 0.5882
N 0.8131 0.3511 -0.6532
C 1.2336 -0.7644 -1.3497
O 2.5182 -0.8479 -1.8328
H -1.8967 -1.0255 1.1264
H -0.1062 -2.0037 0.7693
H -1.5435 1.3927 1.4722
H 1.0924 1.3456 -0.3251
H 0.2561 -1.6207 -1.3132
*
```

=====

What are the relative energies? In hartree: i 0.0000; ii 0.0283.